1.
12
Properties=species:S:1:pos:R:3:forces:R:3 method="wB97M-V/def2-TZVPD" multiplicity=1 e_lumo_ev=0.629 orbital_gap_ev=8.37 relative_energy_kcal_mol=79.8 charge=0
N -1.60976 0.74336 0.21113 1.6 2.6 0.4
H -0.51863 0.82314 -1.54849 -0.2 0.7 -2.2
O -0.91023 2.77401 1.59735 -0.1 1.0 -1.1
C 0.40714 -0.71102 1.22454 -1.4 0.4 2.7
H 0.13038 -1.67446 1.70134 1.2 -0.3 -1.4
S -1.26526 -0.02619 1.68482 -0.3 0.0 0.6
H -1.60741 3.08098 -0.37315 0.2 0.7 -0.2
H 1.33501 -0.77570 -0.65592 0.1 0.6 -1.0
C 0.48366 -0.31945 -0.18202 1.2 -2.8 0.7
C -0.52785 0.35978 -0.62905 -1.2 1.1 0.2
H 1.27186 -0.30835 1.76909 -0.3 0.1 0.2
C -1.26286 2.55310 0.50323 -0.7 -4.1 1.0



2.
12
Properties=species:S:1:pos:R:3:forces:R:3 method="wB97M-V/def2-TZVPD" multiplicity=1 e_lumo_ev=0.602 orbital_gap_ev=9.74 smiles="O=C1NC=CCS1" relative_energy_kcal_mol=37.7 charge=0
S -0.39625 0.31961 1.79410 1.8 -0.7 0.8
H -1.66798 1.87964 0.55007 1.1 -1.2 -0.4
H 1.05629 0.01520 -2.12825 0.0 -0.6 1.5
C -0.33558 0.84301 -0.86184 0.7 3.2 -2.5
C -1.17408 0.86843 0.30761 -2.2 1.9 1.7
C 0.55288 -0.08914 -1.12822 1.6 -2.4 -0.7
N 0.86511 -1.25005 -0.24776 -3.7 5.1 2.8
H -0.25932 1.84739 -1.57035 -0.5 -2.9 1.8
H -2.01780 0.22049 0.38279 -0.9 -0.6 -1.4
O 1.31115 -1.62652 2.09871 -2.6 1.6 -3.4
C 0.63924 -1.01485 1.21569 3.1 -1.6 0.7
H 1.42633 -2.01319 -0.41255 1.7 -1.5 -0.9



3.
12
Properties=species:S:1:pos:R:3:forces:R:3 method="wB97M-V/def2-TZVPD" multiplicity=1 e_lumo_ev=-0.331 orbital_gap_ev=8.57 smiles="C=CC(=O)NC=S" relative_energy_kcal_mol=31.4 charge=0
H -1.57324 1.42007 -0.25832 1.2 -0.7 -0.1
C 2.30019 0.43257 0.01070 -0.7 -2.6 -0.6
O 0.60519 -1.91775 0.14002 0.7 -1.5 -0.2
S -3.57099 0.43669 -0.17131 -0.8 -0.2 -0.2
C 0.97629 0.36378 0.04346 -1.6 4.4 2.1
H 2.82240 -0.50037 -0.20886 0.0 0.2 -0.1
N -1.25791 -0.73797 -0.01799 0.6 0.5 -0.6
C -1.95470 0.40377 -0.19735 -1.7 0.4 0.5
C 0.13811 -0.82630 0.00652 -0.2 -0.8 0.3
H 0.37935 1.31042 0.47626 1.5 -1.9 -1.4
H 2.91420 1.25445 0.21675 0.3 1.3 0.2
H -1.77888 -1.63936 -0.03988 0.6 1.1 0.2



4.
12
Properties=species:S:1:pos:R:3:forces:R:3 method="wB97M-V/def2-TZVPD" multiplicity=1 e_lumo_ev=0.220 orbital_gap_ev=7.85 relative_energy_kcal_mol=122.3 charge=0
C -0.85672 0.08708 -1.06406 -1.0 0.0 0.7
S 1.67585 0.53321 0.22732 0.7 -1.8 -1.0
H 1.14452 -1.79301 1.05408 1.8 -1.9 -0.5
H -1.38366 0.07222 -1.95537 0.0 -0.9 -2.2
O 3.02533 0.11010 -0.28102 -0.9 0.4 0.6
C 0.68912 -0.89530 0.83351 0.1 1.3 -2.4
H -2.48768 1.86964 1.31159 1.5 -0.6 -1.9
H 0.19596 -0.76431 1.73661 -2.0 1.3 1.1
N -1.44980 0.88981 -0.28802 -0.3 1.1 1.7
H 0.84210 -1.32576 -1.38644 -1.2 1.7 1.7
C 0.30078 -0.60907 -0.62354 2.8 -1.6 0.4
C -1.69580 1.82540 0.43535 -1.5 0.9 1.9



5.
13
Properties=species:S:1:pos:R:3:forces:R:3 method="wB97M-V/def2-TZVPD" multiplicity=1 e_lumo_ev=0.451 orbital_gap_ev=8.91 smiles="O=CSC1=NSCC1" relative_energy_kcal_mol=18.9 charge=0
C -0.36694 1.12302 0.31710 0.9 0.9 0.0
C -0.01994 -0.32001 0.06983 -1.1 -1.1 -0.2
H -2.18900 1.13938 1.58202 0.3 0.1 -0.9
S -2.47397 -0.33623 -0.33117 0.0 -0.1 0.0
H -0.00013 1.71519 -0.56487 -0.5 -0.5 0.8
H 3.71454 -0.15528 -0.01134 -0.1 0.4 -0.1
N -0.96976 -1.11602 -0.28284 1.1 0.6 0.3
C 2.68527 0.23706 -0.15899 -0.1 -0.3 0.1
O 2.39818 1.31764 -0.59131 0.3 -0.2 0.1
S 1.58209 -1.05567 0.33830 -0.4 0.3 -0.2
C -1.88447 1.17032 0.50601 -0.5 0.8 0.0
H 0.19280 1.51231 1.19394 -0.4 -0.2 -0.5
H -2.32871 2.06748 -0.00704 0.4 -0.9 0.7



6.
13
Properties=species:S:1:pos:R:3:forces:R:3 method="wB97M-V/def2-TZVPD" multiplicity=1 e_lumo_ev=0.072 orbital_gap_ev=8.96 smiles="OC(=S)[C@H]1CN1C=S" relative_energy_kcal_mol=43.1 charge=0
C -1.82021 0.12770 -0.42031 0.2 0.1 0.0
C 0.55205 0.20676 0.64345 0.0 -0.2 0.7
N -0.70018 0.62745 0.11124 -0.9 -0.4 -0.2
H 0.80923 1.44076 -1.18200 0.1 -0.1 -0.1
H 0.63196 0.29720 1.74179 0.1 0.0 -0.6
O 0.61580 -2.13350 0.09728 1.5 -0.2 -0.3
S -2.43876 -1.36650 -0.12055 0.1 0.2 0.0
C 0.41667 1.45906 -0.17494 0.2 -0.5 -0.5
C 1.28697 -1.00068 0.11103 0.6 0.2 -0.2
H -2.34491 0.83268 -1.07816 0.2 -0.1 0.2
H -0.30743 -2.00245 0.29470 -1.6 0.2 0.3
H 0.44478 2.40129 0.30522 0.0 0.8 0.5
S 2.85403 -0.88977 -0.32874 -0.5 0.0 0.1



7.
11
Properties=species:S:1:pos:R:3:forces:R:3 method="wB97M-V/def2-TZVPD" multiplicity=1 e_lumo_ev=0.237 orbital_gap_ev=9.16 smiles="C=C=C1SN1C" relative_energy_kcal_mol=97.7 charge=0
C -1.01084 1.59125 0.08013 -1.5 -1.3 -1.7
H -0.69130 1.32335 -0.91603 -0.5 0.4 -0.9
H 1.51732 -3.06687 0.72352 -0.4 0.3 -0.9
C -0.92586 -0.77755 0.21796 -1.6 -1.0 0.6
H 1.43674 -2.13969 -0.90492 1.3 0.2 -1.9
H -1.93522 2.08517 0.18863 -0.6 1.9 -0.8
N -1.43582 0.37428 0.72135 0.5 -1.0 1.1
H -0.19124 2.12907 0.42231 1.4 0.6 1.9
S -2.68118 -0.67070 -0.18752 1.3 0.7 0.4
C -0.00982 -1.67135 0.37258 0.4 0.3 -0.7
C 1.03332 -2.36007 0.01483 -0.2 -1.0 2.9



8.
11
Properties=species:S:1:pos:R:3:forces:R:3 method="wB97M-V/def2-TZVPD" multiplicity=1 e_lumo_ev=0.734 orbital_gap_ev=9.61 relative_energy_kcal_mol=129.2 charge=0
H -2.41893 2.04132 0.00938 -1.0 -3.3 -0.3
H 1.10641 -2.11718 -0.35479 -0.4 0.4 2.1
C 0.76187 -1.20875 0.28105 2.0 -2.0 -3.5
H 3.04203 1.85739 -0.06231 -1.7 -4.3 -1.7
H -3.21488 -0.01781 -0.48970 2.7 2.8 1.1
H 0.68095 -1.26418 1.32780 0.5 -0.7 1.3
N -1.06063 0.55914 0.19152 -4.7 -1.9 -2.0
S -0.93325 -1.13918 -0.30720 1.6 1.6 0.5
C 1.83169 -0.24915 -0.10732 -0.8 2.0 -0.2
C 2.52276 0.71847 -0.38977 0.9 2.8 2.3
C -2.31801 0.81993 -0.09866 0.9 2.5 0.5



9.
12
Properties=species:S:1:pos:R:3:forces:R:3 method="wB97M-V/def2-TZVPD" multiplicity=1 e_lumo_ev=-0.391 orbital_gap_ev=6.95 relative_energy_kcal_mol=130.3 charge=0
C 1.26859 0.79673 -0.39554 1.0 -1.5 0.5
H -1.67480 -1.95599 -0.27574 0.1 -1.9 -0.4
H 1.29928 -1.99901 -0.00544 -1.5 4.4 0.3
C -1.70581 -0.92770 -0.15279 -1.4 5.0 1.8
C -0.25321 1.10800 -0.19746 2.0 -3.1 1.0
H 1.91541 1.42527 0.34906 -1.0 -1.2 -1.8
H 1.33776 -0.49404 1.65133 -1.6 -1.2 -4.1
S -1.22262 2.28485 0.11661 0.0 2.8 -0.4
N -0.55905 -0.25720 0.15673 2.6 -2.0 -1.3
C 0.89406 -0.73558 0.25071 1.2 0.7 3.3
S -3.05578 0.09750 -0.04960 -0.1 -3.0 -0.7
H 1.75617 0.65717 -1.44787 -1.3 0.7 1.8



10.
12
Properties=species:S:1:pos:R:3:forces:R:3 method="wB97M-V/def2-TZVPD" multiplicity=1 e_lumo_ev=0.621 orbital_gap_ev=9.39 smiles=Sc1ccn(S)c1 relative_energy_kcal_mol=21.2 charge=0
S 1.94322 1.99952 0.31794 -0.4 0.1 0.0
N 0.78229 0.79167 0.02164 0.2 0.2 0.0
C 0.39202 0.36978 -1.23004 -0.7 -0.6 0.2
C 0.06629 0.12063 0.98721 0.1 -0.1 -0.2
H -1.07716 -1.14705 -1.82293 -0.2 -0.2 -0.4
H 0.24611 0.30364 2.03812 -0.1 0.0 -0.2
H -2.98525 -1.19056 1.00562 0.0 0.0 0.0
H 0.82221 0.78076 -2.12322 0.1 0.1 0.0
H 3.01702 1.21154 0.37414 0.2 -0.2 0.0
C -0.77690 -0.75108 0.34398 0.1 0.2 0.0
S -1.85333 -1.89382 1.15149 0.0 0.0 0.0
C -0.57652 -0.59503 -1.06395 0.7 0.6 0.6



11.
13
Properties=species:S:1:pos:R:3:forces:R:3 method="wB97M-V/def2-TZVPD" multiplicity=1 e_lumo_ev=-0.720 orbital_gap_ev=8.29 smiles="S=C1CCSC(=S)N1" relative_energy_kcal_mol=1.7 charge=0
H 1.36870 1.33073 -1.24225 -0.3 0.3 -0.7
C -1.10512 -0.39694 0.03618 -0.7 1.9 0.4
C 0.23314 2.05517 0.42165 -0.9 1.2 0.6
C 1.34487 -0.14174 0.12460 -0.3 -0.4 -0.5
S 2.63892 -1.07682 -0.13505 0.6 -0.3 0.3
S -2.35625 -1.42569 -0.02713 0.0 -0.1 -0.2
S -1.30937 1.37154 -0.24648 -0.5 -0.7 0.1
N 0.14118 -0.73695 0.43508 1.3 -1.7 0.1
H 0.22950 3.13439 0.09334 0.0 -1.1 0.4
C 1.35071 1.29799 -0.16604 1.3 0.0 -0.2
H 0.23593 2.00649 1.53712 -0.1 0.1 -0.8
H 2.34072 1.64348 0.09730 0.2 0.4 0.4
H 0.32248 -1.74782 0.50920 -0.6 0.4 0.2



12.
12
Properties=species:S:1:pos:R:3:forces:R:3 method="wB97M-V/def2-TZVPD" multiplicity=4 e_lumo_ev="-0.266 / -2.343" orbital_gap_ev="5.60 / 7.18" relative_energy_kcal_mol=8.3 charge=0
C 0.15870 0.90529 0.45085 2.0 -0.5 0.3
C 1.33941 1.07870 1.00793 -0.2 -0.1 -1.5
O -1.49249 -2.13309 -0.57717 -0.6 0.6 -0.1
C -0.55817 -0.38382 0.48196 -2.3 -3.5 0.6
H -0.52661 -1.73375 0.68182 2.2 2.5 0.3
H -1.29137 -0.36779 1.30072 -0.6 0.4 -0.8
Pd 3.52975 1.31246 -0.58757 1.9 0.1 -2.8
H -1.93399 -0.02010 -1.07693 -0.4 -1.2 -0.4
O 2.50560 1.25792 1.06397 -1.7 0.1 3.6
H -0.41107 -0.83152 -1.67256 -0.2 0.4 0.5
H -0.14236 1.72559 -0.20979 -0.3 -0.2 0.3
C -1.17740 -0.80989 -0.86322 0.3 1.4 0.0



13.
12
Properties=species:S:1:pos:R:3:forces:R:3 method="wB97M-V/def2-TZVPD" multiplicity=7 e_lumo_ev="-5.224 / -5.128" orbital_gap_ev="7.63 / 7.91" relative_energy_kcal_mol=10.2 charge=+1
H 1.57982 0.01159 -1.78185 -0.2 0.2 0.2
C -0.44787 0.92937 0.60043 1.3 -2.2 -0.6
C 1.13065 -0.54520 -0.94012 0.1 0.0 -1.8
C 2.29180 -0.90005 -0.03313 -0.3 -1.1 1.6
H 2.48469 -0.16111 0.77649 0.3 0.1 -0.4
H 0.78086 -1.45646 -1.44492 -0.1 0.1 0.4
O 2.81881 -1.98404 -0.02864 -0.2 1.0 -0.4
H -0.67652 1.11653 1.64186 -0.4 0.7 -0.7
C 0.09047 0.23511 -0.26368 -0.6 0.9 1.7
O -3.14299 1.39623 0.83436 -0.4 -2.2 -0.9
H -3.78810 2.07129 0.61797 0.0 0.3 0.2
Sm -3.12164 -0.71327 0.02123 0.6 2.2 0.8



14.
12
Properties=species:S:1:pos:R:3:forces:R:3 method="wB97M-V/def2-TZVPD" multiplicity=1 e_lumo_ev="-6.209 / -6.594" orbital_gap_ev="7.92 / 6.61" relative_energy_kcal_mol=23.4 charge=+1
C 1.76901 0.26554 -0.77847 -0.5 2.3 0.6
O 1.52038 2.45690 -3.00785 1.3 -1.4 3.1
H 3.21197 2.29769 -1.81617 -0.1 -0.6 -0.2
C 0.90110 2.20024 0.82263 0.0 1.3 -0.1
H 0.01791 1.70327 1.25999 0.3 -0.1 -0.4
C 2.43922 1.76622 -2.41545 -2.0 2.5 0.5
Zn 2.26027 1.86255 -4.58004 0.7 -0.8 -2.8
C 1.46467 1.33136 -0.22156 0.2 -3.3 -0.2
H 1.55161 3.16354 2.38657 -0.1 0.1 0.1
H 0.54548 3.13120 0.34816 0.0 -0.2 0.1
H 1.90238 -0.78113 -1.00366 0.2 0.4 -0.3
O 1.87755 2.46970 1.80668 0.1 -0.3 -0.4



15.
12
Properties=species:S:1:pos:R:3:forces:R:3 method="wB97M-V/def2-TZVPD" multiplicity=1 e_lumo_ev=-4.070 orbital_gap_ev=10.84 relative_energy_kcal_mol=43.6 charge=+1
C 0.10822 -1.38875 1.96395 -0.2 -0.3 4.0
H -0.00344 2.84040 -1.21143 0.7 -1.6 0.2
H 1.15668 -1.68730 2.31468 -1.6 -0.4 -1.3
H -0.38513 0.95620 -3.27320 0.6 0.0 0.7
C 0.12039 1.72311 -1.24276 -0.2 1.6 -0.8
O -0.01110 -1.18651 0.55105 -0.2 -1.5 0.3
O -0.26262 -0.41372 -1.70158 1.1 0.0 4.5
O 0.22179 1.01262 -0.02481 -0.2 1.1 1.3
H -0.04861 -0.53582 2.61433 0.1 1.3 -0.9
C -0.06855 0.84358 -2.22237 -1.5 -0.4 0.4
C -0.03219 -0.20660 -0.16892 -0.3 0.3 -6.8
H -0.79546 -1.95722 2.40106 1.8 -0.2 -1.6



16.
13
Properties=species:S:1:pos:R:3:forces:R:3 method="wB97M-V/def2-TZVPD" multiplicity=7 e_lumo_ev="-18.656 / -21.674" orbital_gap_ev="9.54 / 3.09" charge=+4
Tb -3.49492 2.57197 2.40948 -1.3 -0.1 1.0
O -0.36420 0.93787 -0.23122 -1.7 2.6 -1.6
O -1.79064 2.39233 0.78843 -0.8 1.1 -1.4
H 0.21420 5.35411 0.38508 0.1 0.2 0.0
C 1.09634 5.34083 -0.25396 -2.8 -1.3 1.1
O 0.56342 3.24827 -1.18353 1.2 -1.5 2.6
H 1.74077 7.33890 0.11829 0.2 0.2 0.2
C 1.87118 6.43076 -0.47061 2.0 3.7 -0.5
H 2.58596 6.46045 -1.29595 0.2 0.2 -0.1
H 2.36999 4.09523 -1.51627 0.5 -0.3 0.5
H 0.85103 2.17299 -1.03445 -0.2 2.6 -1.7
C 1.42247 4.17043 -0.96955 0.1 -3.1 -2.9
C -1.15235 1.77980 0.00591 2.5 -4.2 2.7



17.
14
Properties=species:S:1:pos:R:3:forces:R:3 method="wB97M-V/def2-TZVPD" multiplicity=2 e_lumo_ev="-6.578 / -8.635" orbital_gap_ev="6.89 / 4.75" relative_energy_kcal_mol=83.9 charge=+1
H 1.41815 2.75115 -0.95475 0.0 -0.4 0.2
H -0.59958 2.78694 0.43064 -0.1 -0.3 0.0
C 0.66960 1.96013 -1.01436 2.3 -2.1 0.0
C 0.43630 -0.13738 -2.18315 -1.1 -1.9 -0.2
Tl -0.28749 -1.58553 -0.53002 1.3 -0.9 -5.6
H 1.07329 -0.83554 -2.73937 -0.2 0.9 -0.2
O -0.36808 -0.42720 2.87443 -0.4 -1.5 -2.3
O 1.19236 0.84939 -1.61280 -0.7 2.6 0.3
O 0.38885 -1.82961 1.29125 1.2 -2.4 1.7
H -1.43165 1.69008 -0.84047 0.1 -0.5 0.8
C -0.41250 -0.90081 1.73949 0.5 3.8 5.1
H -0.50238 0.21186 -2.63533 0.6 -0.2 -0.1
O -1.11834 -0.32487 0.75181 -2.2 2.0 1.3
C -0.51743 2.01373 -0.33425 -1.3 0.8 -1.0



18.
15
Properties=species:S:1:pos:R:3:forces:R:3 method="wB97M-V/def2-TZVPD" multiplicity=1 e_lumo_ev=3.544 orbital_gap_ev=7.41 smiles="O=S1(=O)C[C@@]2([O-])O[C@@]2(O)C1" relative_energy_kcal_mol=47.6 charge=-1
C 1.14225 -0.76884 0.40472 3.5 -1.1 0.7
H -0.73767 0.06230 -1.94121 -0.3 1.2 -0.6
O -1.21379 1.95337 0.66007 0.7 1.0 -0.1
H -2.26236 -0.10999 -0.84984 2.6 0.7 0.1
H -0.57800 2.37830 1.30285 -0.6 -0.7 -0.4
C -1.09653 0.10875 -0.92383 -1.9 -2.2 0.5
O 1.14211 1.24594 1.89696 0.1 -0.8 -0.6
S -0.25754 -1.45069 -0.51371 0.0 -2.2 0.3
C -0.39619 1.04277 -0.00022 -0.4 0.3 1.4
O 0.81908 1.41685 -0.50697 1.0 1.0 -0.6
H 1.44284 -1.34359 1.38468 -0.8 0.5 -2.2
O -1.05385 -2.30905 0.34575 -0.1 0.7 0.4
C 0.84711 0.61946 0.82180 -2.4 1.3 -0.4
H 2.02289 -0.69840 -0.35929 -1.4 -0.7 1.4
O 0.17965 -2.14717 -1.72175 0.1 1.0 0.2



19.
11
Properties=species:S:1:pos:R:3:forces:R:3 method="wB97M-V/def2-TZVPD" multiplicity=1 e_lumo_ev=0.267 orbital_gap_ev=9.12 smiles="C=C/C=C1/OP1" relative_energy_kcal_mol=47.3 charge=0
C -1.34914 0.31123 -0.00341 -0.8 -0.4 1.4
C -0.05441 0.95223 -0.13684 1.2 0.3 0.5
C 1.16367 0.40920 -0.03644 0.9 -1.3 0.4
H -0.05873 2.01331 -0.06299 0.1 1.0 -0.4
O 2.50356 0.80237 -0.09016 -1.4 0.9 -0.4
H -2.57953 -1.24241 -0.14976 -1.9 -1.3 0.2
C -1.68002 -0.87971 -0.49351 1.5 1.4 -1.1
P 2.43651 -0.88531 0.07755 -0.1 0.0 0.7
H 2.85825 -0.95120 1.52152 -1.0 0.1 -1.0
H -2.12212 0.77954 0.69796 1.4 -0.4 -0.9
H -1.11805 -1.30926 -1.32392 -0.1 -0.3 0.5



20.
11
Properties=species:S:1:pos:R:3:forces:R:3 method="wB97M-V/def2-TZVPD" multiplicity=3 e_lumo_ev="0.495 / -1.654" orbital_gap_ev="6.14 / 7.88" relative_energy_kcal_mol=84.9 charge=0
H -0.50208 2.23403 0.12963 0.8 -1.8 -1.1
C 1.17938 0.81795 -0.22733 9.9 -1.2 -4.3
O 2.22279 0.46305 0.51051 -0.2 -1.1 3.0
C -0.82076 -0.07982 -0.50894 -3.9 2.8 1.4
H -0.16496 -0.43787 1.44417 -0.3 -1.9 -1.2
C -0.24611 -1.06675 0.46416 2.1 0.0 1.8
H -0.64373 -2.11769 0.58150 0.3 1.4 -0.2
H -1.93572 0.19199 -0.30378 1.5 -1.1 -0.7
P 1.55975 -0.93221 -0.34992 -0.4 0.2 0.1
C -0.04366 1.21979 -0.18280 -9.5 2.8 1.4
H -0.60490 -0.29248 -1.55720 -0.4 -0.1 -0.1